Here is C15H41AlCl2N2O6Si4Te as an isolated structure from the Open Molecules 2025 dataset. Energies are from wB97M-V/def2-TZVPD.

Calculated values
Frontier orbital gap = 0.2873 hartree
ΔE to the lowest compared entry with this formula, charge and spin = 14.64 kJ/mol
LUMO = 0.2 eV

```
72
Properties=species:S:1:pos:R:3:forces:R:3:lowdin_charge:R:1
Al 1.754 -2.245 -0.513 0.3 -0.2 0.3 -0.34
O 3.735 -2.155 -3.647 0.0 0.0 0.0 -0.23
Cl 3.326 -2.935 -2.550 -0.2 0.1 0.2 0.77
O 3.616 -2.220 -1.260 0.0 -0.1 -0.1 -0.31
O 3.908 -4.222 -2.532 0.0 0.0 0.0 -0.24
O 1.844 -3.017 -2.470 0.0 0.1 0.0 -0.31
N 2.489 -1.656 1.249 0.0 0.1 -0.1 0.04
C 1.575 -1.031 2.233 0.0 0.0 0.0 -0.21
C 0.711 -2.049 2.973 0.0 0.0 0.0 -0.16
C -0.651 -2.374 2.357 0.0 0.0 0.0 -0.17
C -0.674 -3.244 1.114 0.0 0.0 0.0 -0.18
N -0.203 -2.506 -0.087 0.0 -0.1 -0.2 0.04
H 2.930 -2.496 1.657 0.0 0.0 0.0 0.09
H 3.229 -0.996 1.022 0.0 0.0 0.0 0.12
H 0.958 -0.306 1.696 0.0 0.0 0.0 0.06
H 2.173 -0.470 2.955 0.0 0.0 0.0 0.13
H 0.520 -1.640 3.967 0.0 0.0 0.0 0.11
H 1.284 -2.967 3.130 0.0 0.0 0.0 0.12
H -1.187 -1.443 2.145 0.0 0.0 0.0 0.09
H -1.247 -2.892 3.113 0.0 0.0 0.0 0.12
H -1.697 -3.583 0.935 0.0 0.0 0.0 0.12
H -0.042 -4.122 1.231 0.0 0.0 0.0 0.12
H -0.662 -1.597 -0.142 0.0 0.0 0.0 0.04
H -0.510 -3.004 -0.925 0.0 0.0 0.0 0.13
Cl 3.300 -7.264 1.628 0.0 0.0 0.0 0.59
C 2.822 -6.158 0.332 0.0 0.0 0.0 -0.49
C 2.652 -4.721 0.789 0.0 0.1 0.0 -0.62
O 3.129 -4.293 1.827 0.1 -0.1 0.1 0.03
O 1.966 -4.023 -0.057 -0.1 -0.2 -0.2 -0.03
H 1.896 -6.513 -0.112 0.0 0.0 0.0 0.08
H 3.595 -6.168 -0.437 0.0 0.0 0.0 0.08
C -3.960 2.069 -0.710 0.0 0.0 0.0 -0.21
Si -2.710 0.693 -0.985 0.0 0.1 0.0 0.33
C -2.868 0.022 -2.729 0.0 0.0 0.0 -0.21
C -3.224 -0.694 0.192 0.0 0.0 0.0 -0.21
Si -0.558 1.581 -0.637 0.0 0.0 0.0 0.08
Te 1.348 0.180 -1.503 0.0 0.2 -0.1 0.74
Si -0.232 3.391 -2.138 0.0 -0.1 0.0 0.31
C -1.537 4.745 -2.062 0.0 0.0 0.0 -0.21
C 1.425 4.173 -1.732 0.0 0.0 0.0 -0.22
C -0.210 2.733 -3.895 0.0 0.1 0.0 -0.23
Si -0.239 2.433 1.539 0.0 0.0 0.0 0.34
C -0.959 1.384 2.937 0.1 0.0 0.0 -0.20
C 1.601 2.668 1.842 0.0 0.0 0.0 -0.21
C -1.081 4.111 1.653 0.0 0.0 0.0 -0.22
H -4.969 1.699 -0.910 0.0 0.0 0.0 0.03
H -3.779 2.919 -1.365 0.0 0.0 0.0 0.01
H -3.937 2.432 0.319 0.0 0.0 0.0 0.03
H -3.851 -0.437 -2.862 0.0 0.0 0.0 0.03
H -2.105 -0.728 -2.941 0.0 0.0 0.0 0.02
H -2.760 0.810 -3.473 0.0 0.1 0.0 0.02
H -4.300 -0.849 0.075 0.0 0.0 0.0 0.04
H -3.041 -0.454 1.239 0.0 0.0 0.0 0.01
H -2.751 -1.651 -0.030 0.0 0.0 0.0 0.01
H -1.606 5.215 -1.083 0.0 0.0 0.1 0.01
H -2.529 4.387 -2.332 0.0 0.0 0.0 0.01
H -1.263 5.518 -2.784 0.0 0.0 0.0 0.03
H 1.411 4.641 -0.747 0.0 0.0 0.0 0.01
H 1.658 4.947 -2.466 0.0 0.0 0.0 0.03
H 2.228 3.436 -1.744 0.0 0.0 0.0 0.02
H -1.200 2.398 -4.207 0.0 0.0 0.0 0.02
H 0.480 1.898 -4.004 0.0 0.0 0.0 -0.01
H 0.102 3.527 -4.578 0.0 0.0 0.0 0.03
H -0.275 0.599 3.263 0.0 0.0 0.0 0.00
H -1.912 0.921 2.685 -0.1 0.0 0.0 0.01
H -1.133 2.038 3.795 0.0 0.0 0.0 0.04
H 2.177 1.809 1.501 0.0 -0.1 0.0 0.00
H 1.801 2.826 2.905 0.0 0.0 0.0 0.04
H 1.973 3.536 1.297 0.0 0.0 0.0 0.02
H -2.140 4.057 1.398 0.0 0.0 0.0 0.02
H -0.614 4.834 0.984 0.0 0.0 0.0 0.01
H -0.999 4.497 2.672 0.0 0.0 0.0 0.03
```
Positions in Å, forces in eV/Å.


Here is C15H41KN4O2Si4 as an isolated structure from the Open Molecules 2025 dataset. Energies are from wB97M-V/def2-TZVPD.

Calculated values
Frontier orbital gap = 0.1825 hartree
ΔE to the lowest compared entry with this formula, charge and spin = 72.53 kJ/mol
LUMO = -0.6 eV

```
67
Properties=species:S:1:pos:R:3:forces:R:3:lowdin_charge:R:1
K 1.877 -0.071 0.032 -0.1 -0.2 -0.1 0.67
N -0.064 1.706 1.549 0.3 0.0 0.0 0.04
C 0.727 2.906 1.265 0.0 0.2 0.4 -0.32
C 0.309 4.137 2.092 0.3 -0.3 0.0 -0.15
C 1.197 5.337 1.775 0.3 0.1 0.2 -0.15
C 1.615 6.155 3.007 0.0 -0.1 0.0 -0.14
N 2.325 5.230 3.893 0.1 0.0 0.2 0.08
C 1.900 4.750 5.047 -0.2 0.4 0.0 -0.45
N 1.025 5.431 5.815 -0.1 -0.2 0.0 0.20
N 2.417 3.601 5.494 0.0 -0.2 -0.1 0.21
C 2.220 2.547 1.605 -0.2 0.1 -0.2 -0.68
O 2.587 2.706 2.803 0.0 0.1 0.3 -0.07
O 2.906 2.107 0.673 0.1 0.2 0.1 -0.12
H -1.044 1.854 1.340 0.0 -0.1 0.0 0.08
H 0.019 1.480 2.535 -0.1 0.0 0.0 0.08
H 0.676 3.092 0.191 0.0 0.1 0.0 0.15
H 0.508 3.790 3.110 -0.2 0.2 0.1 0.09
H -0.752 4.382 2.025 0.0 -0.1 -0.2 0.12
H 0.790 5.956 0.977 -0.1 0.2 0.2 0.12
H 2.156 4.965 1.397 -0.1 0.0 -0.2 0.12
H 0.800 6.623 3.556 -0.2 0.0 -0.2 0.11
H 2.305 6.947 2.718 0.0 0.0 0.0 0.12
H 2.869 4.541 3.372 0.0 -0.2 0.0 0.13
H 0.431 6.123 5.396 0.1 0.1 0.0 0.10
H 0.664 4.994 6.644 0.0 0.0 0.0 0.12
H 2.760 2.990 4.753 0.1 0.0 -0.1 0.10
H 1.944 3.122 6.241 0.0 0.1 0.1 0.12
C -3.565 -3.456 -1.532 0.0 0.1 0.1 -0.22
Si -2.502 -2.160 -0.649 0.1 0.0 -0.1 0.26
C -3.473 -0.533 -0.759 0.0 -0.1 0.0 -0.24
C -2.520 -2.635 1.187 0.0 0.0 -0.1 -0.24
Si -0.315 -1.843 -1.390 0.0 -0.2 -0.1 0.27
Si 0.653 -3.971 -1.275 -0.1 0.1 0.0 0.26
C 2.438 -3.929 -1.922 0.0 0.0 0.0 -0.23
C 0.798 -4.544 0.529 0.0 0.0 0.0 -0.24
C -0.169 -5.413 -2.191 0.1 0.0 0.1 -0.22
Si -0.478 -1.437 -3.684 -0.1 -0.1 0.1 0.26
C 1.243 -1.142 -4.426 0.0 0.0 0.0 -0.24
C -1.278 -2.756 -4.786 0.0 0.1 0.0 -0.22
C -1.452 0.159 -4.003 0.0 -0.1 0.0 -0.24
H -4.563 -3.505 -1.084 0.0 0.0 0.0 0.02
H -3.116 -4.448 -1.469 0.0 0.0 0.0 0.01
H -3.680 -3.216 -2.590 0.0 0.0 0.0 0.01
H -4.422 -0.621 -0.222 0.0 0.0 0.0 0.02
H -3.696 -0.268 -1.794 0.0 0.0 0.0 0.01
H -2.904 0.292 -0.325 0.0 0.0 0.0 0.00
H -3.537 -2.569 1.584 0.0 0.0 0.0 0.02
H -1.877 -1.974 1.773 0.0 0.0 0.0 0.01
H -2.167 -3.656 1.341 0.0 0.0 0.0 0.01
H 3.021 -3.109 -1.493 0.0 0.0 0.0 0.01
H 2.467 -3.805 -3.006 0.0 0.0 0.0 0.01
H 2.950 -4.863 -1.677 0.0 0.0 0.0 0.02
H 1.240 -3.775 1.168 0.0 0.0 0.0 0.01
H 1.424 -5.439 0.592 0.0 0.0 0.0 0.02
H -0.179 -4.788 0.951 0.0 0.0 0.0 0.01
H -0.240 -5.217 -3.261 0.0 0.0 0.0 0.00
H -1.183 -5.588 -1.826 0.0 0.0 0.0 0.01
H 0.407 -6.332 -2.049 0.0 0.0 0.0 0.02
H 1.829 -2.062 -4.462 0.0 0.0 0.0 0.01
H 1.815 -0.413 -3.846 0.0 0.0 0.0 0.01
H 1.154 -0.761 -5.448 0.0 0.0 0.0 0.02
H -0.733 -3.699 -4.734 0.0 0.0 0.0 0.00
H -1.289 -2.427 -5.829 0.0 0.0 0.0 0.02
H -2.307 -2.958 -4.482 0.0 0.0 0.0 0.01
H -1.098 0.975 -3.370 0.0 0.0 0.0 0.02
H -2.515 0.023 -3.799 0.0 0.0 0.0 0.01
H -1.346 0.463 -5.048 0.0 0.0 0.0 0.02
```
Positions in Å, forces in eV/Å.


Here is C15H41NNa5O12V as an isolated structure from the Open Molecules 2025 dataset. Energies are from wB97M-V/def2-TZVPD.

Calculated values
Frontier orbital gap (spin up / spin down) = 0.1057 / 0.1096 hartree
Multiplicity = 4
Charge = +1
LUMO (spin up / spin down) = -5.1 / -5.6 eV

```
75
Properties=species:S:1:pos:R:3:forces:R:3:lowdin_charge:R:1
Na -4.449 -1.717 -0.655 -0.5 -0.4 -0.6 0.44
Na -3.013 -0.772 2.600 -0.1 0.1 -0.7 0.76
Na 1.418 -4.609 -1.268 -0.2 0.8 -0.1 0.74
Na -2.562 -4.147 2.068 -0.9 0.1 -1.1 0.67
Na -0.651 -1.395 -3.699 -0.6 -0.1 0.6 0.68
V -2.008 -3.792 -1.229 -3.9 3.2 -0.5 1.01
O -3.978 -4.273 -0.271 3.5 1.2 -0.1 -0.42
C -5.224 -4.932 -0.252 0.8 -1.0 -0.3 -0.34
C -6.470 -4.079 -0.486 -1.2 0.1 1.5 -0.44
O -6.812 -3.077 0.412 2.0 0.2 -0.7 -0.30
H -5.224 -5.514 0.677 -0.7 0.2 0.3 0.10
H -5.213 -5.696 -1.040 -0.2 0.0 -0.2 0.10
H -7.265 -4.835 -0.374 -0.1 -0.5 -0.4 0.10
H -6.496 -3.824 -1.557 0.3 0.5 -0.2 0.10
O -2.171 -2.131 0.471 1.2 -1.2 0.4 -0.41
C -1.314 -1.068 0.047 -1.4 1.1 -1.5 -0.32
C 0.001 -1.405 -0.690 0.9 -0.4 1.4 -0.34
O -0.011 -2.501 -1.568 -0.8 -1.5 -0.1 -0.42
H -1.116 -0.332 0.842 0.5 -0.2 0.4 0.10
H -1.933 -0.453 -0.621 0.1 -0.1 -0.4 0.09
H 0.724 -1.539 0.135 0.3 -0.5 0.0 0.08
H 0.490 -0.555 -1.179 -0.8 0.5 -0.1 0.11
O -2.976 -2.767 -2.899 1.8 0.3 0.7 -0.41
C -3.901 -2.017 -3.727 -0.5 -1.1 0.9 -0.31
C -4.076 -0.498 -3.576 1.5 0.2 1.7 -0.38
O -4.208 0.081 -2.325 -0.5 -1.0 0.8 -0.34
H -4.863 -2.518 -3.571 -0.2 0.1 0.0 0.11
H -3.694 -2.118 -4.799 0.3 -0.4 0.0 0.10
H -4.893 -0.293 -4.278 0.1 0.4 -0.2 0.12
H -3.091 -0.084 -3.885 0.1 0.1 -1.3 0.08
C 5.730 3.161 1.840 -0.6 0.2 1.0 -0.04
C 4.276 3.273 1.305 1.5 -1.0 -1.1 -0.52
C 4.264 2.162 0.223 -1.2 0.0 -0.1 -0.13
C 2.869 1.848 -0.333 -0.3 1.7 0.6 -0.15
C 1.921 1.470 0.835 1.9 -1.5 -2.4 -0.16
C 1.981 2.444 1.963 -1.2 1.0 2.1 -0.48
N 3.340 2.892 2.338 0.2 -1.7 -0.4 -0.12
O 3.341 3.755 3.442 -0.4 0.2 -0.6 0.01
C 1.052 3.656 1.724 -0.2 -0.1 -0.5 -0.01
C 1.413 1.668 3.183 -0.5 -0.2 1.3 -0.04
C 4.079 4.668 0.688 -0.1 0.3 1.0 -0.02
H 5.834 3.849 2.681 0.5 0.5 -0.5 0.08
H 6.417 3.260 1.001 0.2 0.6 0.2 0.09
H 5.993 2.216 2.322 -0.6 -0.4 -0.3 0.08
H 4.932 2.470 -0.581 0.1 -0.1 0.1 0.12
H 4.626 1.251 0.705 0.3 0.0 -0.1 0.12
H 2.909 1.211 -1.218 -0.2 -0.6 0.4 0.10
H 2.399 2.764 -0.712 0.4 0.2 -0.3 0.11
H 2.267 0.480 1.152 -0.2 0.0 0.4 0.11
H 0.945 1.336 0.367 -0.4 0.3 0.6 0.11
H 1.431 4.349 0.974 0.2 0.0 0.0 0.07
H 0.089 3.326 1.327 -0.1 -0.1 0.2 0.09
H 0.878 4.212 2.644 0.0 0.0 0.0 0.08
H 0.702 0.871 2.944 0.0 0.0 -0.7 0.05
H 2.149 1.171 3.819 0.5 0.1 -0.5 0.09
H 0.853 2.241 3.928 0.1 0.6 -0.3 0.08
H 3.248 4.738 -0.009 0.1 0.0 -0.1 0.07
H 4.987 5.099 0.268 0.0 -0.4 -0.3 0.09
H 3.882 5.354 1.519 -0.2 0.2 -0.1 0.08
H 2.982 4.579 3.074 0.0 0.2 0.5 0.08
O 2.679 -1.295 -3.497 -0.2 -0.1 0.1 -0.04
H 3.376 -0.836 -3.014 0.0 0.1 -0.1 0.05
H 2.361 -1.965 -2.884 0.0 0.1 0.1 0.00
O -3.936 1.686 -0.068 0.4 -0.3 0.1 -0.06
H -4.087 1.245 -0.941 -0.3 -0.1 -0.2 0.01
H -4.261 1.058 0.580 -0.4 0.1 -0.1 0.01
O 3.947 -2.333 0.937 -0.1 -0.1 -0.2 -0.05
H 3.090 -2.747 1.080 -0.1 0.0 0.2 -0.02
H 4.277 -2.148 1.822 0.1 0.0 0.0 0.05
O -1.859 1.806 -1.992 0.7 -0.3 -0.4 -0.08
H -2.553 1.293 -2.447 -0.4 0.0 0.4 0.00
H -2.142 1.819 -1.072 -0.2 0.1 -0.1 -0.01
O 1.138 -3.544 1.713 0.0 -0.2 -0.1 -0.03
H 0.606 -2.736 1.714 0.1 0.1 -0.2 0.04
H 0.552 -4.216 1.352 -0.1 0.0 0.1 0.02
```
Positions in Å, forces in eV/Å.


no.,DFT total energy (eV)
1,-101933.197
2,-74114.672
3,-90039.591